{"formula": "C14H35N2O13S2V", "method": "ωB97M-V with the def2-TZVPD basis set", "elements": ["V", "S", "O", "O", "O", "O", "S", "O", "O", "O", "O", "C", "C", "O", "H", "H", "H", "H", "H", "C", "O", "C", "C", "N", "C", "C", "O", "C", "H", "H", "H", "H", "H", "H", "H", "H", "H", "H", "H", "H", "H", "H", "H", "C", "O", "C", "C", "N", "C", "C", "O", "C", "H", "H", "H", "H", "H", "H", "H", "H", "H", "H", "H", "H", "H", "H", "H"], "xyz": [[-0.33166, 0.18102, -0.09290], [-1.26996, -0.79056, 3.14613], [0.03730, -1.21406, 3.71996], [-0.98376, -0.14052, 1.82177], [-2.21356, -1.88486, 2.92971], [-1.89220, 0.20686, 4.08215], [-2.11381, -2.78571, -0.84508], [-2.04599, -3.27490, -2.24206], [-1.68404, -3.78170, 0.15456], [-1.26437, -1.54914, -0.76826], [-3.52163, -2.41679, -0.48860], [-0.12095, 4.14103, 1.13053], [0.63177, 3.38889, 0.03059], [0.74362, 2.05095, 0.23229], [0.43698, 3.99544, 2.06076], [-1.15626, 3.84981, 1.29555], [-0.08734, 5.19718, 0.81732], [1.57103, 3.90661, -0.25373], [-0.01982, 3.51603, -0.88119], [5.76221, -1.74798, 0.66359], [4.44137, -1.40244, 0.42825], [3.76735, -0.97353, 1.57987], [2.34517, -0.44973, 1.30857], [1.72836, -1.00160, 0.07858], [1.40244, -2.44322, 0.24400], [1.26884, -3.11095, -1.10222], [2.51626, -3.66156, -1.54007], [2.42534, -4.40440, -2.70979], [6.34609, -0.84970, 0.91383], [6.19509, -2.32105, -0.15608], [5.87931, -2.41987, 1.53124], [4.29652, -0.14498, 2.08846], [3.75902, -1.71418, 2.39329], [2.28471, 0.63837, 1.26607], [1.72219, -0.73295, 2.16686], [2.54392, -1.06083, -0.52999], [0.45058, -2.60321, 0.75764], [2.12344, -3.00136, 0.85609], [0.76310, -2.44006, -1.80949], [0.53566, -3.92614, -1.04370], [3.43673, -4.74793, -2.97412], [2.10945, -3.75588, -3.53692], [1.86577, -5.34385, -2.62079], [0.90840, 0.45334, -3.06157], [-0.26495, 0.41845, -2.30632], [-1.25705, 1.35297, -2.71338], [-2.49399, 1.16883, -1.83294], [-2.21656, 1.29334, -0.38392], [-3.41253, 0.86891, 0.37485], [-3.69425, 1.84001, 1.48018], [-3.74406, 3.21357, 1.02706], [-4.03119, 4.07976, 2.06703], [0.67046, 0.46339, -4.13801], [1.45932, -0.46460, -2.87043], [1.52051, 1.34393, -2.87395], [-1.47567, 1.17749, -3.77347], [-0.86642, 2.37584, -2.61147], [-2.88825, 0.15688, -1.95770], [-3.27842, 1.88025, -2.13070], [-2.01617, 2.27527, -0.21500], [-3.25160, -0.13508, 0.78153], [-4.29103, 0.74532, -0.26979], [-3.00061, 1.72089, 2.32084], [-4.70857, 1.70278, 1.88525], [-5.11127, 4.12195, 2.28789], [-3.69097, 5.07919, 1.77652], [-3.54941, 3.89077, 3.03482]], "forces_ev_per_a": [[0.16, -0.21, 0.60], [-0.36, -0.02, 1.48], [0.03, -0.23, -0.24], [0.21, 0.76, -0.19], [0.28, -0.14, 0.10], [0.28, 0.22, -0.75], [-2.62, -0.38, 1.42], [0.42, -0.16, -0.19], [0.99, -0.07, -0.86], [0.51, 0.22, -0.18], [0.60, 0.40, -0.89], [1.06, 0.58, 0.05], [-1.88, -1.53, -1.09], [0.72, -0.14, 0.18], [-0.18, 0.17, 0.12], [0.03, -0.31, -0.22], [-0.16, 0.13, 0.39], [0.22, 0.09, 0.42], [0.13, 0.58, -0.18], [0.31, -0.22, 0.89], [-0.03, -0.25, -0.49], [-0.36, 0.97, 1.48], [-0.60, -0.30, 0.26], [0.72, -0.65, 0.78], [-0.60, -0.52, 0.07], [-1.16, -0.76, 0.15], [0.57, 0.23, 0.09], [0.89, 0.10, -0.27], [0.23, -0.04, -0.26], [-0.18, 0.41, -0.41], [-0.29, 0.06, 0.10], [0.28, 0.11, -0.44], [-0.04, -0.65, -0.56], [0.24, 0.00, -0.29], [-0.13, 0.02, -0.05], [-0.43, 0.49, -0.63], [-0.10, 0.51, -0.04], [0.35, 0.23, -0.15], [0.57, 0.18, -0.24], [0.08, -0.01, 0.33], [0.11, 0.22, 0.14], [-0.50, -0.37, -0.12], [-0.64, 0.36, 0.02], [0.03, 0.09, -0.69], [-0.14, 0.36, -0.05], [0.07, 0.05, 0.53], [0.00, -0.54, 0.09], [-0.09, 0.13, -1.24], [0.03, -0.14, 0.11], [-0.91, 0.17, 0.99], [0.77, -0.29, -0.29], [-0.18, 0.85, 0.33], [-0.12, -0.06, 0.02], [0.09, 0.10, 0.25], [0.00, -0.06, 0.34], [-0.24, -0.03, 0.00], [0.09, 0.01, 0.04], [0.13, -0.04, -0.17], [0.07, 0.06, -0.18], [-0.06, -0.03, 0.32], [0.17, 0.09, 0.14], [0.12, 0.36, -0.25], [0.26, 0.05, -0.18], [0.11, -0.69, 0.05], [-0.06, -0.03, -0.12], [-0.18, 0.04, -0.12], [0.28, -0.54, -0.23]], "nbo_charge": [1.21, 2.59, -1.11, -1.12, -1.04, -1.12, 2.59, -1.11, -1.07, -1.12, -1.10, -0.63, 0.00, -0.92, 0.20, 0.21, 0.15, 0.10, 0.07, -0.23, -0.54, -0.08, -0.29, -0.63, -0.25, -0.12, -0.56, -0.23, 0.15, 0.18, 0.15, 0.14, 0.16, 0.24, 0.28, 0.36, 0.29, 0.17, 0.20, 0.22, 0.14, 0.16, 0.16, -0.22, -0.53, -0.06, -0.24, -0.63, -0.26, -0.09, -0.57, -0.24, 0.14, 0.21, 0.17, 0.16, 0.17, 0.26, 0.16, 0.37, 0.31, 0.17, 0.25, 0.15, 0.13, 0.16, 0.18], "orbital_gap_ev": [3.3644, 4.3879], "homo_energy_ev": [2.66, 1.63], "total_charge": -3, "lumo_ev": [6.02, 6.02], "spin_multiplicity": 4}

{"formula": "C19H20F4NO", "method": "ωB97M-V with the def2-TZVPD basis set", "elements": ["F", "C", "C", "C", "F", "C", "C", "C", "C", "C", "C", "C", "C", "F", "C", "C", "F", "C", "C", "H", "H", "H", "H", "H", "H", "H", "H", "H", "C", "C", "C", "C", "O", "N", "H", "H", "H", "H", "H", "H", "H", "H", "H", "H", "H"], "xyz": [[-3.46797, -3.80385, 2.77812], [-2.33591, -3.68161, 2.00269], [-1.68387, -4.84752, 1.59835], [-0.54506, -4.67041, 0.80883], [0.17640, -5.78892, 0.45160], [-0.10108, -3.43095, 0.37258], [-0.81610, -2.24906, 0.73908], [-0.49115, -0.96562, 0.22265], [-1.29951, 0.14083, 0.47864], [-0.92906, 1.47001, 0.29679], [-1.78116, 2.58684, 0.56652], [-1.45712, 3.88711, 0.08133], [-2.32467, 4.94372, 0.31437], [-2.00859, 6.18603, -0.19160], [-3.51417, 4.81395, 1.03694], [-3.80499, 3.53964, 1.52263], [-4.96567, 3.36887, 2.24580], [-2.98420, 2.43849, 1.31766], [-1.90684, -2.40997, 1.65716], [-2.02737, -5.83039, 1.90403], [0.78341, -3.35403, -0.25744], [0.32941, -0.86982, -0.50991], [-2.32009, -0.03691, 0.82759], [0.08155, 1.68320, -0.05847], [-0.53823, 4.02968, -0.48578], [-4.17597, 5.65740, 1.20950], [-3.25419, 1.47210, 1.74012], [-2.41709, -1.54187, 2.07159], [2.78010, -1.23309, -3.48192], [3.47637, -0.48274, -2.35367], [2.58133, 0.10042, -1.27518], [3.37074, 1.04533, -0.38059], [2.55478, 1.33718, 0.74666], [1.91402, -0.93436, -0.42907], [3.48162, -1.35946, -4.31250], [2.46093, -2.23325, -3.16967], [1.91124, -0.68165, -3.85798], [4.21572, -1.12845, -1.86075], [4.04054, 0.36306, -2.77097], [1.75933, 0.65751, -1.74696], [4.29914, 0.54160, -0.06187], [3.60293, 1.95934, -0.95043], [3.02790, 1.97326, 1.30828], [2.19008, -1.87462, -0.70425], [2.11252, -0.78702, 0.55952]], "forces_ev_per_a": [[1.45, 0.14, -0.84], [-0.85, 0.04, 0.55], [0.32, 0.61, -0.18], [0.59, -0.85, -0.18], [-0.91, 1.37, 0.38], [-0.26, 0.59, -0.13], [-0.60, -1.67, 1.19], [-1.89, 0.41, -0.76], [-0.48, 1.15, 0.32], [0.27, -1.27, -0.39], [-1.20, 1.33, 0.55], [0.08, -0.63, 0.14], [0.09, 0.90, -0.34], [-0.34, -1.54, 0.63], [0.45, -0.43, -0.19], [-0.76, -0.25, 0.52], [1.42, 0.20, -0.86], [0.29, 0.11, -0.31], [0.26, -0.10, -0.45], [0.06, 0.14, -0.06], [-0.32, -0.22, 0.12], [-0.39, -0.15, 0.72], [0.43, 0.09, 0.11], [-0.16, -0.04, 0.02], [-0.26, 0.14, 0.12], [0.13, -0.15, -0.03], [-0.07, 0.41, -0.02], [0.00, -0.42, -0.12], [0.05, -0.04, -0.02], [0.33, 0.26, 0.07], [-0.42, -0.38, 0.52], [0.06, -0.14, -0.33], [0.16, 0.59, 0.35], [2.47, -0.05, -0.80], [-0.19, -0.08, 0.10], [-0.07, 0.13, -0.07], [0.11, -0.09, 0.06], [-0.04, 0.07, -0.12], [-0.07, -0.17, -0.03], [0.16, 0.17, -0.09], [-0.15, 0.23, -0.10], [0.09, -0.25, 0.20], [-0.27, -0.33, -0.18], [0.28, 0.25, 0.14], [0.13, -0.07, -0.22]], "nbo_charge": [-0.31, 0.40, -0.25, 0.41, -0.31, -0.22, -0.06, 0.07, -0.32, 0.05, -0.10, -0.21, 0.41, -0.31, -0.27, 0.42, -0.31, -0.23, -0.22, 0.28, 0.24, 0.29, 0.22, 0.24, 0.24, 0.27, 0.24, 0.24, -0.61, -0.41, -0.06, -0.07, -0.75, -0.86, 0.23, 0.20, 0.21, 0.21, 0.22, 0.17, 0.18, 0.18, 0.49, 0.37, 0.40], "orbital_gap_ev": 6.3544, "homo_energy_ev": -12.21, "total_charge": 1, "relative_energy_kj_mol": 163.4, "lumo_ev": -5.86, "spin_multiplicity": 1}